1.
Formula: C3H12O4
Source: the OMol25 dataset
Level of theory: wB97M-V/def2-TZVPD

ORCA input file:
```
! RIJCOSX wB97M-V def2-TZVPD def2/J DEFGRID3
* xyz 0 1
C 2.466 0.418 -0.399
C 1.698 0.191 -1.447
C 0.493 -0.715 -1.369
O -0.715 0.034 -1.356
H 3.276 1.132 -0.403
H 2.275 -0.163 0.492
H 1.781 0.819 -2.332
H 0.622 -1.274 -0.431
H 0.503 -1.474 -2.164
H -1.202 -0.330 -0.606
O -0.717 1.907 0.711
H -0.800 2.858 0.777
H -0.365 1.685 -0.164
O -0.568 -0.106 2.335
H -1.378 0.094 2.821
H -0.569 0.615 1.675
O -2.307 -1.676 0.313
H -2.793 -2.490 0.490
H -1.700 -1.523 1.056
*
```

## Properties
- SMILES = C=CCO.O.O.O
- energy above the lowest of the compared OMol25 structures with the same formula, charge and spin (kJ/mol) = 83.9
- LUMO (eV) = 0.67
- gap between HOMO and LUMO (hartree) = 0.39700

Computed Mulliken charges, given in elementary charges: -0.64 -0.15 -0.34 -0.57 0.27 0.21 0.31 0.26 0.32 0.33 -0.65 0.28 0.34 -0.68 0.32 0.43 -0.67 0.29 0.35

***

2.
Formula: C3H12Si4
Source: the OMol25 dataset
Level of theory: wB97M-V/def2-TZVPD

ORCA input file:
```
! RIJCOSX wB97M-V def2-TZVPD def2/J DEFGRID3
* xyz 0 1
C 1.295 0.846 1.866
C 0.910 1.258 0.636
C 1.848 1.864 2.915
Si -1.620 -1.900 -2.440
Si -0.109 -2.258 -0.590
Si -1.322 0.379 -2.176
Si 0.485 -0.031 -0.686
H 1.287 -0.205 2.276
H 0.865 2.350 0.515
H 1.217 2.766 3.129
H 2.828 2.338 2.500
H 2.100 1.314 3.833
H -1.153 -2.815 -3.630
H -2.810 -2.640 -2.003
H -1.026 -2.259 0.437
H 0.833 -3.244 0.092
H -0.749 0.934 -3.457
H -2.365 1.322 -1.821
H 2.135 0.384 -1.377
*
```

## Properties
- energy above the lowest of the compared OMol25 structures with the same formula, charge and spin (kJ/mol) = 0.0
- LUMO (eV) = -0.15
- gap between HOMO and LUMO (hartree) = 0.32123

Computed Mulliken charges, given in elementary charges: -0.03 -0.31 -1.08 0.19 0.21 0.21 0.10 0.20 0.32 0.30 0.25 0.31 -0.08 -0.09 -0.14 -0.11 -0.07 -0.14 -0.05

***

3.
Formula: C3H13N2
Source: the OMol25 dataset
Level of theory: wB97M-V/def2-TZVPD

ORCA input file:
```
! RIJCOSX wB97M-V def2-TZVPD def2/J DEFGRID3
* xyz 1 1
N 1.618 -1.833 -2.252
H 1.209 -1.274 -3.002
H 1.192 -1.122 -0.731
H 1.254 -2.771 -2.397
H 2.604 -1.895 -2.494
C -0.332 0.212 0.052
C -0.694 0.823 1.392
C -1.773 1.894 1.239
N 0.855 -0.715 0.199
H -0.023 0.975 -0.656
H -1.152 -0.378 -0.349
H 0.195 1.275 1.839
H -1.046 0.043 2.066
H -2.688 1.455 0.848
H -1.438 2.682 0.573
H -1.992 2.335 2.205
H 0.609 -1.502 0.802
H 1.603 -0.205 0.666
*
```

## Properties
- energy above the lowest of the compared OMol25 structures with the same formula, charge and spin (kJ/mol) = 10.6
- LUMO (eV) = -3.13
- gap between HOMO and LUMO (hartree) = 0.45673

Computed Mulliken charges, given in elementary charges: -0.97 0.28 0.38 0.28 0.27 -0.64 -0.31 -1.31 -0.24 0.37 0.34 0.36 0.34 0.35 0.35 0.36 0.39 0.39

***

4.
Formula: C3H13N2
Source: the OMol25 dataset
Level of theory: wB97M-V/def2-TZVPD

ORCA input file:
```
! RIJCOSX wB97M-V def2-TZVPD def2/J DEFGRID3
* xyz 1 1
C 0.033 2.496 -0.554
N 1.010 1.453 -0.156
H 0.363 3.512 -0.344
H -0.204 2.402 -1.604
H -0.909 2.319 -0.032
H 1.642 1.897 0.511
H 1.664 1.331 -0.926
H -0.015 0.044 0.378
C -1.529 -1.313 -0.045
N -0.296 -0.922 0.659
C 0.842 -1.821 0.327
H -1.346 -1.467 -1.096
H -1.927 -2.250 0.360
H -2.357 -0.629 0.119
H -0.404 -0.961 1.669
H 1.760 -1.433 0.752
H 0.964 -1.836 -0.751
H 0.708 -2.821 0.733
*
```

## Properties
- energy above the lowest of the compared OMol25 structures with the same formula, charge and spin (kJ/mol) = 92.6
- LUMO (eV) = -2.98
- gap between HOMO and LUMO (hartree) = 0.42461

Computed Mulliken charges, given in elementary charges: -0.80 -0.72 0.34 0.31 0.25 0.25 0.27 0.34 -0.88 0.03 -0.94 0.37 0.38 0.34 0.37 0.33 0.37 0.38

***

5.
Formula: C3H13N2
Source: the OMol25 dataset
Level of theory: wB97M-V/def2-TZVPD

ORCA input file:
```
! RIJCOSX wB97M-V def2-TZVPD def2/J DEFGRID3
* xyz 1 1
C 1.333 -2.370 -1.027
N 1.595 -0.997 -0.404
H 2.200 -2.513 -1.688
H 1.409 -3.123 -0.172
H 0.405 -2.342 -1.723
H -0.011 -0.130 -0.086
H 2.146 -0.539 -1.126
H 2.267 -1.019 0.345
C -0.790 2.415 0.610
C -1.273 0.961 0.975
N -1.028 0.088 -0.109
H -1.608 2.926 0.195
H -0.766 2.824 1.663
H 0.177 2.569 0.232
H -0.860 0.589 1.987
H -2.354 1.028 1.260
H -1.406 -0.830 0.023
H -1.436 0.465 -0.953
*
```

## Properties
- energy above the lowest of the compared OMol25 structures with the same formula, charge and spin (kJ/mol) = 172.9
- LUMO (eV) = -3.16
- gap between HOMO and LUMO (hartree) = 0.41229

Computed Mulliken charges, given in elementary charges: -0.74 -0.76 0.33 0.28 0.26 0.34 0.25 0.25 -1.06 -0.53 -0.11 0.38 0.30 0.39 0.35 0.36 0.37 0.34

***

6.
Formula: C3H13N2O
Source: the OMol25 dataset
Level of theory: wB97M-V/def2-TZVPD

ORCA input file:
```
! RIJCOSX wB97M-V def2-TZVPD def2/J DEFGRID3
* xyz 1 1
N -2.088 -2.024 0.279
C -2.870 -0.844 0.054
O -2.066 0.329 -0.214
H -1.636 -2.326 -0.578
H -1.352 -1.796 0.943
H -3.555 -1.002 -0.778
H -3.481 -0.666 0.942
H -2.601 0.986 -0.683
C 2.811 0.267 -0.610
C 2.068 1.117 0.403
N 0.602 0.770 0.327
H 3.845 0.599 -0.683
H 2.825 -0.787 -0.330
H 2.348 0.338 -1.596
H 2.390 0.942 1.426
H 2.122 2.181 0.184
H 0.142 1.117 -0.514
H 0.032 1.042 1.126
H 0.466 -0.244 0.302
*
```

## Properties
- energy above the lowest of the compared OMol25 structures with the same formula, charge and spin (kJ/mol) = 89.2
- LUMO (eV) = -3.46
- gap between HOMO and LUMO (hartree) = 0.38099

Computed Mulliken charges, given in elementary charges: -0.55 -0.31 -0.51 0.27 0.21 0.35 0.33 0.29 -1.12 -0.33 -0.32 0.34 0.37 0.36 0.31 0.34 0.35 0.38 0.25

***

7.
Formula: C3H13N2O
Source: the OMol25 dataset
Level of theory: wB97M-V/def2-TZVPD

ORCA input file:
```
! RIJCOSX wB97M-V def2-TZVPD def2/J DEFGRID3
* xyz 1 1
C 0.707 -1.329 -0.160
N 1.100 -2.505 -0.924
C -0.588 -0.806 -0.760
N -1.145 0.369 0.008
C -0.823 1.670 -0.593
H 0.624 -1.552 0.902
H 1.460 -0.541 -0.217
H 0.871 -3.371 -0.461
H 2.091 -2.469 -1.110
H -0.466 -0.542 -1.806
H -1.357 -1.579 -0.750
H -0.670 0.381 0.893
H -2.108 0.316 0.257
H -1.397 2.506 -0.213
H 0.225 1.918 -0.554
H -1.056 1.749 -1.654
H 0.313 2.480 2.253
H 1.369 1.604 2.849
O 0.850 1.702 2.040
*
```

## Properties
- energy above the lowest of the compared OMol25 structures with the same formula, charge and spin (kJ/mol) = 96.8
- LUMO (eV) = -3.11
- gap between HOMO and LUMO (hartree) = 0.37526

Computed Mulliken charges, given in elementary charges: -0.53 -0.57 -0.54 -0.01 -1.04 0.36 0.38 0.23 0.24 0.30 0.34 0.30 0.36 0.39 0.39 0.40 0.32 0.30 -0.62

***

8.
Formula: C3H13N2O2S
Source: the OMol25 dataset
Level of theory: wB97M-V/def2-TZVPD

ORCA input file:
```
! RIJCOSX wB97M-V def2-TZVPD def2/J DEFGRID3
* xyz -1 1
C -1.108 1.071 -2.022
C -0.767 0.030 -0.957
S -1.900 0.268 0.475
N 0.025 1.208 -2.984
C 1.242 1.901 -2.608
N 2.438 1.064 -2.813
H -1.366 2.070 -1.645
H -2.071 0.886 -2.518
H -0.707 -0.934 -1.461
H 0.227 0.266 -0.588
H -0.343 1.473 -3.875
H 1.319 2.739 -3.292
H 1.201 2.031 -1.529
H 2.383 0.340 -3.516
H 2.807 0.607 -1.986
H 1.305 -3.479 5.871
H 0.974 -4.235 4.579
O 1.560 -4.229 5.332
H 0.161 0.058 2.914
H -0.759 -1.011 2.876
O -0.138 -0.626 3.508
*
```

## Properties
- energy above the lowest of the compared OMol25 structures with the same formula, charge and spin (kJ/mol) = 162.5
- LUMO (eV) = 3.43
- gap between HOMO and LUMO (hartree) = 0.23122

Computed Mulliken charges, given in elementary charges: -0.72 -0.45 -0.72 -0.33 -0.48 -0.66 0.32 0.34 0.28 0.08 0.21 0.29 0.41 0.21 0.25 0.32 0.33 -0.65 0.30 0.30 -0.65

***

9.
Formula: C3H13N2O2S
Source: the OMol25 dataset
Level of theory: wB97M-V/def2-TZVPD

ORCA input file:
```
! RIJCOSX wB97M-V def2-TZVPD def2/J DEFGRID3
* xyz -1 1
C -1.317 0.109 -0.836
C -0.245 -0.965 -0.529
S -0.150 -2.481 -1.581
N -0.829 1.385 -0.322
C -1.543 1.821 0.897
N -1.309 0.818 1.969
H -2.281 -0.313 -0.509
H -1.552 0.023 -1.908
H 0.779 -0.612 -0.598
H -0.455 -1.376 0.462
H -0.961 2.146 -0.988
H -1.140 2.790 1.186
H -2.631 1.816 0.799
H -0.352 0.520 1.925
H -2.085 0.211 1.928
H 1.931 1.735 -1.494
H 2.361 1.563 -0.089
O 2.681 1.939 -0.912
H 1.452 -1.265 1.868
H 1.830 0.186 1.764
O 1.945 -0.573 2.336
*
```

## Properties
- energy above the lowest of the compared OMol25 structures with the same formula, charge and spin (kJ/mol) = 194.8
- LUMO (eV) = 3.31
- gap between HOMO and LUMO (hartree) = 0.21559

Computed Mulliken charges, given in elementary charges: -0.63 -0.24 -0.65 -0.14 -0.72 -0.62 0.20 0.40 -0.11 0.04 0.21 0.32 0.42 0.25 0.30 0.34 0.32 -0.67 0.36 0.29 -0.68

***

10.
Formula: C3H13N2O3
Source: the OMol25 dataset
Level of theory: wB97M-V/def2-TZVPD

ORCA input file:
```
! RIJCOSX wB97M-V def2-TZVPD def2/J DEFGRID3
* xyz -1 1
C -0.490 -0.799 0.773
N -0.492 -0.608 -0.659
C -0.752 0.775 -1.066
O -1.941 1.290 -0.642
C 0.800 -0.419 1.450
N 2.046 -1.058 0.892
H -1.232 -0.219 1.309
H -0.803 -1.805 1.076
H -1.319 -1.089 -0.981
H 0.058 1.470 -0.739
H -0.665 0.903 -2.168
H 1.007 0.634 1.365
H 0.905 -0.700 2.497
H 1.829 -1.963 0.485
H 2.429 -0.502 0.141
H 1.430 -1.557 -2.072
H 0.733 -0.332 -2.574
O 1.175 -1.130 -2.889
H -1.796 1.710 0.737
H -1.371 3.158 1.439
O -1.549 2.240 1.626
*
```

## Properties
- energy above the lowest of the compared OMol25 structures with the same formula, charge and spin (kJ/mol) = 32.7
- LUMO (eV) = 3.95
- gap between HOMO and LUMO (hartree) = 0.28359

Computed Mulliken charges, given in elementary charges: -0.74 -0.03 -0.55 -0.88 -0.63 -0.69 0.31 0.43 0.13 0.30 0.29 0.35 0.35 0.24 0.30 0.30 0.37 -0.71 0.39 0.23 -0.76

***

11.
Formula: C3H13N2OS2
Source: the OMol25 dataset
Level of theory: wB97M-V/def2-TZVPD

ORCA input file:
```
! RIJCOSX wB97M-V def2-TZVPD def2/J DEFGRID3
* xyz 1 1
S -2.144 -2.811 0.495
S -2.559 -0.990 1.132
C -1.828 0.246 0.020
C -0.381 0.538 0.351
C 0.159 1.813 -0.316
N 0.701 1.593 -1.627
N 0.484 -0.592 -0.129
H -3.130 -3.205 -0.346
H -2.399 1.111 0.349
H -2.087 0.129 -1.020
H -0.229 0.565 1.420
H 0.941 2.200 0.331
H -0.513 2.669 -0.216
H 1.511 2.136 -1.887
H 0.009 1.530 -2.360
H 0.001 -1.462 -0.341
H 1.303 -0.692 0.490
H 0.950 -0.223 -0.992
H 3.559 -1.151 1.049
H 2.939 -1.984 2.173
O 2.714 -1.422 1.424
*
```

## Properties
- energy above the lowest of the compared OMol25 structures with the same formula, charge and spin (kJ/mol) = 39.3
- LUMO (eV) = -2.79
- gap between HOMO and LUMO (hartree) = 0.36624

Computed Mulliken charges, given in elementary charges: -0.25 0.04 -1.11 0.12 -0.71 -0.57 -0.12 0.20 0.36 0.46 0.40 0.45 0.40 0.21 0.19 0.24 0.25 0.49 0.30 0.30 -0.65

***

12.
Formula: C3H13N3
Source: the OMol25 dataset
Level of theory: wB97M-V/def2-TZVPD

ORCA input file:
```
! RIJCOSX wB97M-V def2-TZVPD def2/J DEFGRID3
* xyz 0 1
C 0.687 1.523 1.549
N 0.514 0.155 1.119
C 1.246 -0.810 2.048
H 1.712 1.894 1.576
H 0.307 1.610 2.593
H 0.084 2.252 1.001
H -0.465 -0.042 1.266
H 2.270 -0.560 1.781
H 1.162 -0.788 3.141
H 1.150 -1.813 1.593
N -1.838 0.480 -2.112
C -1.181 -0.829 -1.984
N 0.232 -0.964 -1.841
H -2.803 0.474 -1.825
H -1.361 1.322 -1.833
H -1.512 -1.394 -2.906
H -1.663 -1.334 -1.152
H 0.638 -0.161 -1.348
H 0.822 -1.014 -2.666
*
```

## Properties
- SMILES = CNC.NCN
- energy above the lowest of the compared OMol25 structures with the same formula, charge and spin (kJ/mol) = 122.1
- LUMO (eV) = 0.99
- gap between HOMO and LUMO (hartree) = 0.34419

Computed Mulliken charges, given in elementary charges: -0.95 -0.16 -0.98 0.32 0.35 0.27 0.20 0.32 0.31 0.33 -0.56 -0.27 -0.47 0.20 0.18 0.28 0.22 0.16 0.24